[1]
{"formula": "C16H22O5", "method": "ωB97M-V/def2-TZVPD", "symbols": ["O", "H", "C", "C", "H", "H", "C", "C", "C", "O", "H", "C", "O", "H", "H", "C", "O", "O", "C", "C", "C", "C", "C", "C", "C", "C", "H", "C", "H", "H", "H", "H", "H", "H", "H", "H", "H", "H", "H", "H", "H", "H", "H"], "coordinates": [[-1.5965, 2.6395, -0.5101], [-1.1934, 1.7751, -0.6859], [-0.5791, 3.5650, -0.2332], [0.4711, 3.0893, 0.7787], [-0.0437, 2.6125, 1.6158], [0.9572, 3.9877, 1.1639], [1.6104, 2.1404, 0.3234], [2.1086, 2.3657, -1.1057], [1.3101, 1.5730, -2.1352], [1.8928, 1.7602, -3.4033], [1.6143, 1.0212, -3.9603], [1.3576, 0.0900, -1.7479], [0.6430, -0.6942, -2.6688], [-0.2951, -0.6278, -2.4410], [2.4002, -0.2432, -1.8066], [0.8329, -0.1320, -0.3083], [1.3698, 0.7615, 0.6266], [-0.5751, 0.0084, -0.4256], [-1.3442, -0.1941, 0.7636], [-1.6562, -1.6369, 1.0423], [-2.9562, -2.1090, 0.9306], [-3.2496, -3.4332, 1.2042], [-2.2382, -4.2952, 1.5902], [-0.9391, -3.8309, 1.6955], [-0.6343, -2.5042, 1.4263], [0.7776, -2.0037, 1.4996], [1.4275, -2.8061, 1.8525], [1.2806, -1.5414, 0.1292], [2.3711, -1.5157, 0.1456], [0.9604, -2.2447, -0.6421], [0.8594, -1.1713, 2.2026], [-0.1495, -4.5063, 1.9926], [-2.4596, -5.3300, 1.8055], [-4.2644, -3.7909, 1.1150], [-3.7429, -1.4323, 0.6296], [-2.2687, 0.3645, 0.5978], [-0.8076, 0.2497, 1.6110], [0.2590, 1.8953, -2.1724], [2.0817, 3.4276, -1.3466], [3.1461, 2.0342, -1.1855], [2.4464, 2.3559, 1.0033], [-0.0915, 3.8950, -1.1615], [-1.0931, 4.4316, 0.1945]], "forces_ev_per_a": [[-0.20, -0.43, -0.10], [-0.06, 0.07, -0.02], [0.26, 0.25, 0.23], [-0.10, -0.22, -0.34], [0.02, 0.07, 0.09], [0.04, 0.03, 0.04], [0.13, 0.56, 0.18], [-0.20, -0.33, -0.08], [-0.01, -0.30, 0.39], [0.20, 0.00, -0.22], [-0.06, 0.07, 0.02], [-0.09, 0.68, 0.32], [-0.14, -0.19, -0.29], [0.05, 0.01, 0.01], [-0.09, 0.09, 0.10], [0.64, -0.45, -0.26], [-0.09, -0.35, -0.12], [0.01, 0.10, -0.13], [-0.21, -0.02, 0.27], [-0.02, 0.06, -0.11], [0.10, 0.06, 0.00], [-0.10, -0.10, 0.02], [-0.10, -0.04, -0.02], [0.05, 0.08, 0.00], [0.00, -0.06, 0.13], [0.05, 0.04, -0.20], [-0.03, 0.05, 0.07], [-0.19, 0.29, 0.13], [-0.01, 0.03, -0.08], [0.07, 0.01, 0.01], [0.05, -0.05, 0.09], [0.09, -0.06, 0.03], [-0.02, -0.09, 0.02], [-0.09, -0.03, 0.00], [-0.08, 0.08, -0.03], [0.13, -0.04, 0.13], [-0.12, 0.05, -0.12], [0.09, -0.02, 0.09], [0.04, 0.05, 0.00], [0.02, 0.02, -0.01], [-0.17, 0.03, -0.20], [-0.02, 0.06, 0.08], [0.15, -0.02, -0.08]], "total_energy_ha": -999.08443, "relative_energy_kcal_mol": 25.0, "smiles": "OCC[C@@H]1C[C@@H](O)[C@H](O)[C@@]2(CCc3ccccc3CO2)O1", "gap_ev": 9.98, "lumo_energy_ha": 0.0286}

=====

[2]
{"formula": "C16H23AgF9NO4S", "method": "ωB97M-V/def2-TZVPD", "symbols": ["C", "C", "C", "C", "C", "C", "C", "C", "O", "S", "O", "O", "C", "F", "F", "C", "F", "F", "C", "F", "F", "C", "F", "F", "F", "C", "C", "C", "C", "N", "O", "H", "H", "H", "H", "H", "H", "H", "H", "H", "H", "H", "H", "H", "H", "H", "H", "H", "H", "H", "H", "H", "H", "H", "Ag"], "coordinates": [[-1.8049, 2.3509, 0.2157], [-0.4625, 1.7244, 0.6038], [0.6681, 2.6899, 0.2671], [-0.3872, 0.3358, -0.0331], [0.7471, -0.5977, 0.3942], [0.2645, -2.0747, 0.2952], [-0.5692, -2.6000, 1.4742], [-2.0865, -2.5257, 1.3501], [-2.5675, -1.2558, 1.8255], [2.2363, -0.4807, -0.6670], [3.1381, -1.4749, -0.1570], [2.6535, 0.8840, -0.8170], [1.9407, -1.1143, -2.4227], [1.4509, -2.3630, -2.3698], [3.2059, -1.1478, -2.8306], [1.1404, -0.3192, -3.5284], [1.8988, -0.3196, -4.6299], [0.8991, 0.9666, -3.1621], [-0.2170, -0.9588, -3.9576], [0.0289, -2.0480, -4.6898], [-0.9744, -1.2841, -2.8882], [-1.0700, -0.0558, -4.8997], [-2.0855, -0.7436, -5.3730], [-1.6720, 1.0266, -4.2514], [-0.3689, 0.4624, -5.8652], [1.3601, -0.2397, 1.7833], [0.6188, 0.6730, 2.7932], [-0.0575, -0.1088, 3.9313], [1.6072, 1.6998, 3.3975], [-0.5126, 1.4547, 2.1137], [-0.9739, 2.3911, 2.7940], [-1.8194, 2.4363, -0.8717], [-1.9154, 3.3519, 0.6306], [-2.6423, 1.7283, 0.5360], [0.4011, 3.7002, 0.5829], [0.7749, 2.6786, -0.8176], [1.6288, 2.4181, 0.6896], [-0.4152, 0.4978, -1.1097], [-1.3112, -0.1771, 0.2382], [-0.3499, -2.1641, -0.6047], [1.1216, -2.7277, 0.1364], [-0.3257, -3.6587, 1.5965], [-0.2940, -2.1321, 2.4152], [-2.4151, -2.7016, 0.3221], [-2.5204, -3.3207, 1.9618], [-3.3226, -0.9841, 1.2930], [1.5490, -1.1810, 2.2975], [2.3432, 0.2050, 1.6258], [0.6097, -0.9036, 4.2625], [-0.2911, 0.5516, 4.7640], [-0.9900, -0.5677, 3.5998], [1.3008, 1.9773, 4.4065], [1.6742, 2.6162, 2.8153], [2.5923, 1.2405, 3.4691], [-3.4320, 2.1692, -4.9351]], "forces_ev_per_a": [[0.02, -0.09, 0.14], [-0.34, 0.10, -0.87], [-0.12, 0.10, 0.25], [0.03, 0.10, 0.42], [-0.21, -0.30, -0.06], [-0.24, 0.18, 0.00], [-0.16, -0.31, -0.10], [-0.02, -0.10, 0.18], [0.24, 0.25, -0.40], [0.42, -0.18, 0.35], [-0.28, 0.38, -0.21], [-0.21, -0.15, -0.12], [-0.01, 0.00, -0.06], [0.04, -0.03, -0.05], [0.06, -0.13, -0.13], [0.12, 0.00, -0.18], [-0.16, 0.27, 0.11], [-0.03, -0.24, 0.09], [0.16, -0.14, 0.02], [-0.07, 0.03, 0.24], [0.02, 0.24, -0.10], [-0.13, 0.04, -0.03], [-0.20, -0.27, -0.20], [0.72, -0.29, 0.81], [0.23, 0.04, -0.35], [-0.04, 0.02, -0.29], [0.68, -0.37, 0.85], [-0.41, -0.07, -0.30], [-0.20, -0.02, 0.15], [0.17, 0.53, 0.06], [-0.07, -0.28, -0.07], [0.00, 0.00, 0.03], [-0.02, -0.02, 0.02], [0.03, 0.05, -0.03], [0.06, -0.06, 0.03], [0.06, 0.04, 0.02], [0.02, -0.06, -0.10], [0.12, -0.01, -0.08], [-0.01, 0.04, -0.04], [0.09, 0.00, -0.05], [0.04, 0.10, 0.21], [0.04, 0.07, -0.04], [0.06, -0.06, 0.06], [0.08, 0.03, -0.05], [-0.05, 0.11, 0.02], [-0.12, -0.20, 0.25], [0.07, 0.08, 0.04], [-0.08, 0.08, 0.03], [0.08, 0.14, 0.12], [0.05, -0.02, 0.03], [0.06, -0.01, -0.01], [-0.05, 0.03, -0.08], [0.17, -0.09, -0.10], [-0.03, 0.03, -0.03], [-0.64, 0.39, -0.38]], "total_energy_ha": -2422.31792, "spin_multiplicity": 3, "gap_ev": [7.10, 5.78], "total_charge": 2, "lumo_energy_ha": [-0.3184, -0.3672]}

=====

[3]
{"formula": "C16H23BCaN6", "method": "ωB97M-V/def2-TZVPD", "symbols": ["C", "N", "N", "C", "C", "B", "N", "N", "C", "C", "C", "Ca", "N", "N", "C", "C", "C", "H", "H", "H", "H", "H", "H", "H", "H", "H", "H", "H", "C", "H", "H", "H", "C", "C", "C", "C", "C", "C", "H", "H", "H", "H", "H", "H", "H", "H", "H"], "coordinates": [[-0.2470, 3.5036, -1.3073], [-0.0410, 2.2265, -1.6811], [0.1987, 2.2413, -3.0490], [0.1405, 3.5128, -3.4941], [-0.1296, 4.3555, -2.4110], [0.3380, 0.8705, -3.7935], [1.4174, -0.0160, -3.0938], [1.2925, -0.3507, -1.7558], [2.2773, -1.2355, -1.4956], [3.0281, -1.4905, -2.6631], [2.4434, -0.6971, -3.6497], [-0.6579, 0.6385, -0.2233], [-0.9823, 0.0609, -3.5891], [-1.4827, -0.2715, -2.3347], [-2.5525, -1.0764, -2.5775], [-2.7765, -1.2037, -3.9581], [-1.7510, -0.4751, -4.5558], [-3.1073, -1.5513, -1.7720], [-1.5165, -0.2866, -5.5932], [-3.5706, -1.7414, -4.4549], [0.5991, 1.0360, -4.9568], [2.6884, -0.5704, -4.6898], [0.2973, 3.7106, -4.5535], [3.8593, -2.1635, -2.7755], [-0.2298, 5.4289, -2.4085], [2.4057, -1.6711, -0.5148], [-0.4892, 3.7229, -0.2704], [-0.6788, -2.9224, 0.0822], [-0.2837, -3.4996, 0.9409], [0.6693, -3.9587, 0.6546], [-0.1523, -2.8168, 1.7939], [-0.9811, -4.3048, 1.1967], [-1.2597, 0.8022, 5.1239], [-0.0051, 0.0652, 4.6391], [1.2646, 0.7789, 5.1201], [0.0052, -1.3467, 5.2273], [-0.0215, 0.0011, 3.1817], [-0.0658, -0.0200, 1.9650], [-1.2654, 0.8151, 6.2211], [-2.1656, 0.2864, 4.7851], [-1.2837, 1.8374, 4.7662], [1.2607, 0.8033, 6.2179], [2.1515, 0.2235, 4.7910], [1.3230, 1.8079, 4.7492], [-0.8758, -1.9164, 4.9185], [0.9123, -1.8803, 4.9266], [0.0001, -1.2623, 6.3210]], "forces_ev_per_a": [[0.25, -0.47, -0.96], [0.14, 1.06, -1.00], [-0.02, -0.31, 1.26], [0.06, -0.13, 0.40], [0.00, -0.23, -0.18], [-1.15, 0.79, 0.27], [2.19, -1.16, -1.62], [2.03, -1.92, 1.51], [-1.95, 1.36, 0.26], [0.48, -0.67, 0.65], [-2.50, 2.26, -0.23], [-0.23, -0.63, -1.56], [-0.23, 0.06, 0.29], [-0.66, -0.94, -0.71], [0.81, 0.72, -0.45], [0.36, 0.12, 0.07], [-0.16, -0.12, 0.66], [0.12, 0.31, -0.12], [-0.08, -0.09, 0.07], [0.13, 0.05, 0.09], [-0.03, -0.18, 0.32], [0.04, -0.01, -0.10], [-0.06, 0.10, 0.42], [0.13, -0.04, -0.02], [-0.01, -0.09, -0.13], [-0.05, 0.11, -0.06], [0.15, 0.19, -0.21], [0.11, -0.35, 0.31], [-0.08, 0.21, -0.28], [-0.16, 0.21, 0.14], [0.03, -0.34, -0.17], [0.10, 0.33, -0.03], [-0.40, 0.11, 0.07], [-0.32, 0.88, -0.35], [0.65, 0.14, -0.05], [0.09, -1.04, -0.10], [0.22, -0.29, 5.15], [0.08, -0.11, -3.27], [0.03, 0.01, -0.27], [0.13, 0.14, 0.09], [0.01, -0.18, 0.08], [-0.07, -0.02, -0.30], [-0.11, 0.22, 0.12], [-0.02, -0.20, 0.08], [0.14, 0.04, 0.07], [-0.19, -0.02, 0.08], [-0.01, 0.12, -0.27]], "total_energy_ha": -1653.85112, "gap_ev": [4.28, 4.97], "total_charge": 2, "lumo_energy_ha": [-0.3852, -0.3650]}